Record 1
{"formula": "C47H59BN9O3S3Zr", "method": "the ωB97M-V functional and the def2-TZVPD basis", "total_charge": 3, "lumo_energy_ha": -0.3140, "e_above_lowest_kj_mol": 69.9, "largest_force_ev_per_a": 2.0, "symbols": ["Zr", "C", "C", "C", "C", "N", "N", "B", "N", "N", "C", "C", "C", "C", "C", "S", "C", "C", "C", "C", "N", "N", "C", "C", "C", "C", "C", "S", "C", "C", "C", "C", "C", "S", "C", "C", "C", "C", "H", "H", "H", "H", "H", "H", "H", "H", "H", "H", "H", "H", "H", "H", "H", "H", "H", "H", "H", "H", "H", "H", "H", "H", "H", "H", "H", "H", "H", "H", "H", "H", "H", "H", "H", "H", "H", "H", "H", "C", "O", "C", "C", "C", "C", "C", "C", "N", "N", "C", "C", "O", "C", "C", "C", "C", "C", "C", "C", "C", "H", "H", "H", "H", "H", "H", "H", "H", "H", "H", "H", "H", "H", "C", "N", "C", "C", "O", "H", "H", "H", "H", "H", "H", "H"], "positions_angstrom": [[-0.815, -0.867, -0.153], [0.702, 4.768, -2.699], [1.316, 4.703, -1.331], [2.032, 5.708, -0.742], [2.596, 5.590, 0.557], [2.513, 4.462, 1.237], [1.825, 3.498, 0.641], [1.473, 2.024, 1.024], [2.723, 1.110, 0.839], [3.834, 1.804, 0.544], [4.978, 1.172, 0.528], [5.035, -0.212, 0.801], [3.910, -0.918, 1.096], [3.959, -2.372, 1.467], [2.685, -0.198, 1.091], [1.191, -0.961, 1.553], [6.245, 1.968, 0.264], [5.937, 3.452, 0.067], [7.165, 1.804, 1.488], [6.932, 1.409, -0.992], [0.888, 1.855, 2.445], [1.905, 2.164, 3.264], [1.697, 2.220, 4.553], [0.385, 2.068, 5.054], [-0.645, 1.725, 4.229], [-2.041, 1.527, 4.749], [-0.345, 1.527, 2.854], [-1.544, 0.825, 1.822], [2.938, 2.428, 5.416], [2.582, 2.558, 6.894], [3.842, 1.197, 5.212], [3.676, 3.688, 4.942], [1.208, 3.572, -0.524], [0.360, 2.035, -0.599], [3.322, 6.773, 1.178], [3.751, 6.473, 2.612], [4.563, 7.083, 0.323], [2.371, 7.983, 1.179], [1.180, 5.531, -3.310], [-0.362, 5.012, -2.632], [0.789, 3.806, -3.206], [2.181, 6.634, -1.287], [5.993, -0.720, 0.784], [4.911, -2.813, 1.176], [3.141, -2.927, 1.006], [3.843, -2.481, 2.550], [5.429, 3.873, 0.939], [5.301, 3.616, -0.808], [6.876, 3.989, -0.084], [6.659, 2.119, 2.407], [8.052, 2.426, 1.361], [7.503, 0.771, 1.615], [6.315, 1.572, -1.881], [7.137, 0.337, -0.906], [7.886, 1.917, -1.143], [0.195, 2.213, 6.111], [-2.121, 1.884, 5.774], [-2.315, 0.470, 4.725], [-2.764, 2.062, 4.130], [2.093, 1.659, 7.281], [1.939, 3.422, 7.086], [3.497, 2.702, 7.469], [3.341, 0.276, 5.528], [4.751, 1.309, 5.809], [4.127, 1.099, 4.160], [3.065, 4.583, 5.091], [3.928, 3.616, 3.882], [4.596, 3.807, 5.519], [4.450, 5.634, 2.657], [2.891, 6.233, 3.243], [4.243, 7.355, 3.025], [5.214, 6.207, 0.236], [5.135, 7.884, 0.795], [4.295, 7.418, -0.684], [1.458, 7.772, 1.744], [2.092, 8.295, 0.169], [2.870, 8.830, 1.654], [-3.539, -2.711, -0.390], [-2.328, -2.383, 0.404], [-1.686, -3.592, 0.809], [-2.313, -4.499, 1.629], [-1.664, -5.688, 1.915], [-0.411, -5.954, 1.369], [0.213, -5.024, 0.557], [-0.428, -3.827, 0.284], [0.123, -2.767, -0.496], [1.275, -2.964, -0.994], [1.900, -2.024, -1.732], [1.261, -0.863, -2.234], [0.009, -0.591, -1.884], [1.916, -0.026, -3.140], [3.223, -0.262, -3.452], [3.946, -1.371, -2.933], [5.302, -1.570, -3.266], [5.970, -2.675, -2.811], [5.289, -3.624, -2.029], [3.970, -3.443, -1.682], [3.278, -2.301, -2.112], [-3.321, -3.585, -0.991], [-3.766, -1.865, -1.014], [-4.349, -2.913, 0.298], [-3.298, -4.297, 2.034], [-2.146, -6.415, 2.556], [0.083, -6.893, 1.585], [1.190, -5.210, 0.133], [1.363, 0.796, -3.574], [3.731, 0.406, -4.139], [5.801, -0.845, -3.901], [7.011, -2.831, -3.070], [5.809, -4.518, -1.703], [3.456, -4.187, -1.090], [-4.662, 0.658, 0.912], [-4.232, 1.451, -0.246], [-5.002, 2.683, -0.500], [-3.243, 1.139, -1.013], [-2.505, 0.099, -0.909], [-4.708, 1.307, 1.784], [-3.963, -0.141, 1.106], [-5.655, 0.254, 0.715], [-6.049, 2.430, -0.659], [-4.618, 3.192, -1.380], [-4.921, 3.338, 0.364], [-3.045, 1.826, -1.830]], "lowdin_charge": [1.513, -0.004, -0.192, 0.103, -0.167, 0.228, -0.004, -0.791, 0.016, 0.211, -0.176, 0.088, -0.219, -0.035, -0.517, 0.755, -0.540, -0.059, -0.021, -0.026, -0.004, 0.198, -0.161, 0.103, -0.223, -0.045, -0.574, 0.676, -0.536, -0.047, -0.028, -0.038, -0.427, 1.016, -0.546, -0.053, -0.018, -0.028, 0.099, 0.102, 0.082, 0.139, 0.140, 0.095, 0.050, 0.105, 0.068, 0.087, 0.101, 0.092, 0.101, 0.088, 0.088, 0.081, 0.102, 0.132, 0.096, 0.094, 0.078, 0.095, 0.097, 0.101, 0.094, 0.099, 0.068, 0.090, 0.061, 0.101, 0.072, 0.081, 0.102, 0.073, 0.103, 0.090, 0.098, 0.084, 0.102, 0.036, -0.285, -0.234, 0.013, -0.021, -0.024, 0.018, -0.198, -0.154, 0.131, -0.141, -0.291, -0.282, 0.007, 0.047, -0.160, -0.012, -0.041, -0.031, -0.028, -0.094, 0.123, 0.081, 0.109, 0.138, 0.129, 0.127, 0.118, 0.125, 0.137, 0.127, 0.122, 0.123, 0.109, -0.018, -0.122, 0.022, -0.239, -0.269, 0.102, 0.039, 0.118, 0.113, 0.101, 0.109, 0.166]}



Record 2
{"formula": "C47H60Br2F2NOP2SiTa", "method": "the ωB97M-V functional and the def2-TZVPD basis", "total_charge": 2, "lumo_energy_ha": -0.2564, "largest_force_ev_per_a": 3.5, "symbols": ["Ta", "C", "Si", "C", "C", "C", "C", "C", "C", "P", "C", "C", "C", "C", "C", "C", "C", "C", "C", "C", "C", "C", "C", "C", "C", "C", "C", "C", "P", "C", "C", "C", "C", "C", "C", "C", "C", "C", "C", "C", "C", "H", "H", "H", "H", "H", "H", "H", "H", "H", "H", "H", "H", "H", "H", "H", "H", "H", "H", "H", "H", "H", "H", "H", "H", "H", "H", "H", "H", "H", "H", "H", "H", "H", "H", "H", "H", "H", "H", "H", "H", "H", "H", "H", "H", "H", "H", "H", "H", "H", "H", "H", "H", "H", "H", "H", "Br", "C", "C", "C", "Br", "C", "C", "C", "C", "N", "C", "C", "O", "H", "H", "H", "H", "F", "C", "F", "H"], "positions_angstrom": [[0.028, -0.665, 0.728], [1.976, 2.023, 2.749], [0.826, 1.790, 1.248], [-0.717, 2.883, 1.328], [-0.544, 4.157, 1.866], [-1.570, 5.084, 1.891], [-2.803, 4.745, 1.362], [-3.003, 3.478, 0.841], [-1.982, 2.529, 0.827], [-2.219, 0.887, 0.020], [-2.233, 1.481, -1.770], [-1.776, 0.379, -2.728], [-1.639, 0.935, -4.145], [-2.971, 1.517, -4.609], [-3.433, 2.612, -3.655], [-3.563, 2.066, -2.235], [-3.873, 0.158, 0.591], [-4.358, -0.999, -0.323], [-5.758, -0.754, -0.883], [-6.771, -0.662, 0.259], [-6.188, 0.144, 1.431], [-5.057, 1.062, 0.957], [1.774, 2.234, -0.360], [1.986, 3.586, -0.636], [2.778, 4.002, -1.691], [3.373, 3.061, -2.515], [3.155, 1.716, -2.280], [2.367, 1.289, -1.213], [2.233, -0.510, -0.894], [4.019, -0.892, -0.475], [4.282, -2.369, -0.130], [4.743, -2.536, 1.315], [6.040, -1.774, 1.568], [5.984, -0.362, 0.961], [4.553, 0.045, 0.611], [1.879, -1.290, -2.567], [3.080, -1.712, -3.419], [2.572, -2.139, -4.797], [1.629, -3.329, -4.672], [0.471, -3.010, -3.732], [0.976, -2.518, -2.377], [2.701, 2.811, 2.571], [2.526, 1.119, 2.991], [1.393, 2.298, 3.621], [0.420, 4.429, 2.268], [-1.410, 6.062, 2.316], [-3.610, 5.462, 1.350], [-3.972, 3.248, 0.439], [-1.473, 2.278, -1.785], [-2.504, -0.433, -2.751], [-0.817, -0.035, -2.384], [-1.326, 0.141, -4.825], [-0.875, 1.714, -4.159], [-3.720, 0.724, -4.639], [-2.871, 1.918, -5.616], [-4.399, 3.001, -3.977], [-2.721, 3.438, -3.666], [-4.325, 1.289, -2.229], [-3.878, 2.873, -1.574], [-3.551, -0.273, 1.550], [-4.431, -1.916, 0.266], [-3.654, -1.179, -1.141], [-6.018, -1.565, -1.565], [-5.780, 0.165, -1.466], [-7.048, -1.662, 0.595], [-7.680, -0.188, -0.111], [-5.791, -0.525, 2.196], [-6.970, 0.732, 1.907], [-4.780, 1.739, 1.765], [-5.409, 1.650, 0.113], [1.526, 4.324, 0.001], [2.936, 5.054, -1.866], [4.004, 3.373, -3.332], [3.623, 0.993, -2.931], [4.533, -0.645, -1.414], [5.061, -2.757, -0.788], [3.391, -2.978, -0.291], [4.897, -3.594, 1.518], [3.965, -2.182, 1.994], [6.871, -2.322, 1.129], [6.221, -1.727, 2.642], [6.584, -0.328, 0.050], [6.406, 0.367, 1.653], [4.546, 1.078, 0.257], [3.928, -0.009, 1.504], [1.320, -0.519, -3.119], [3.587, -2.556, -2.952], [3.807, -0.910, -3.545], [3.423, -2.407, -5.427], [2.053, -1.303, -5.271], [2.185, -4.186, -4.292], [1.236, -3.592, -5.652], [-0.138, -3.902, -3.594], [-0.158, -2.237, -4.176], [1.537, -3.316, -1.884], [0.110, -2.275, -1.736], [1.911, -4.302, 1.815], [1.435, -3.351, 3.366], [1.419, -3.966, 4.616], [1.050, -3.246, 5.728], [1.041, -4.114, 7.415], [0.660, -1.884, 5.621], [0.306, -1.063, 6.709], [-0.155, 0.205, 6.468], [-0.279, 0.642, 5.140], [0.119, -0.053, 4.100], [0.608, -1.287, 4.333], [1.047, -2.030, 3.196], [0.975, -1.463, 2.020], [1.694, -5.003, 4.708], [0.396, -1.455, 7.710], [-0.427, 0.858, 7.282], [-0.715, 1.610, 4.935], [-1.749, -1.580, 2.503], [-1.599, -2.054, 1.203], [-0.896, -3.224, 1.302], [-2.596, -2.338, 0.848]], "lowdin_charge": [1.490, -0.180, 0.606, -0.311, -0.103, -0.045, -0.038, -0.090, -0.356, 1.077, -0.408, -0.229, -0.189, -0.187, -0.176, -0.187, -0.396, -0.204, -0.193, -0.173, -0.170, -0.206, -0.291, -0.074, -0.040, -0.039, -0.077, -0.395, 1.067, -0.387, -0.203, -0.240, -0.173, -0.164, -0.204, -0.429, -0.195, -0.179, -0.184, -0.182, -0.231, 0.043, 0.015, 0.018, 0.104, 0.118, 0.120, 0.077, 0.128, 0.109, 0.067, 0.109, 0.121, 0.122, 0.120, 0.122, 0.123, 0.099, 0.100, 0.088, 0.110, 0.089, 0.123, 0.092, 0.116, 0.117, 0.117, 0.119, 0.111, 0.109, 0.099, 0.119, 0.120, 0.094, 0.114, 0.129, 0.052, 0.104, 0.081, 0.116, 0.116, 0.120, 0.118, 0.115, 0.098, 0.111, 0.119, 0.098, 0.123, 0.122, 0.122, 0.121, 0.121, 0.109, 0.117, 0.072, 0.937, -0.549, -0.133, -0.576, 0.855, -0.167, -0.003, -0.011, -0.106, 0.106, -0.155, -0.358, -0.317, 0.109, 0.090, 0.118, 0.118, -0.036, -0.414, -0.057, 0.098]}



Record 3
{"formula": "C47H61BN11O3S", "method": "the ωB97M-V functional and the def2-TZVPD basis", "total_charge": 1, "lumo_energy_ha": -0.0914, "largest_force_ev_per_a": 1.9, "symbols": ["C", "C", "C", "N", "C", "C", "C", "O", "C", "N", "B", "O", "C", "C", "N", "C", "C", "C", "C", "C", "C", "S", "C", "N", "N", "C", "O", "H", "H", "H", "H", "H", "H", "H", "H", "H", "H", "H", "H", "H", "H", "H", "H", "H", "H", "H", "H", "H", "H", "H", "H", "H", "H", "H", "H", "H", "H", "H", "N", "C", "C", "C", "C", "C", "H", "H", "H", "H", "H", "N", "C", "C", "C", "C", "C", "H", "H", "H", "H", "H", "N", "C", "C", "C", "C", "C", "H", "H", "H", "H", "H", "N", "C", "C", "C", "C", "C", "H", "H", "H", "H", "H", "N", "C", "C", "C", "C", "C", "H", "H", "H", "H", "H", "N", "C", "C", "C", "C", "C", "H", "H", "H", "H", "H"], "positions_angstrom": [[3.814, -1.417, 4.557], [2.845, -2.133, 4.027], [2.720, -2.376, 2.543], [2.407, -3.777, 2.211], [2.983, -4.862, 3.027], [4.092, -5.642, 2.313], [5.430, -4.905, 2.324], [5.460, -4.037, 1.182], [1.092, -3.812, 1.892], [0.489, -4.766, 1.217], [1.154, -6.005, 0.655], [2.002, -5.803, -0.365], [0.738, -7.401, 1.208], [-0.622, -7.816, 0.581], [0.464, -2.672, 2.314], [1.501, -1.613, 1.950], [1.088, -0.333, 2.673], [1.521, -1.389, 0.417], [2.594, -2.136, -0.390], [2.799, -1.550, -1.797], [3.730, -0.333, -1.762], [2.874, 1.268, -1.788], [2.827, 1.772, -3.436], [3.477, 2.758, -3.943], [3.092, 2.849, -5.260], [2.253, 1.903, -5.452], [2.016, 1.174, -4.356], [3.879, -1.311, 5.631], [4.546, -0.879, 3.970], [2.065, -2.553, 4.653], [3.654, -2.019, 2.117], [2.190, -5.555, 3.310], [3.421, -4.440, 3.926], [4.249, -6.591, 2.822], [3.848, -5.775, 1.263], [6.247, -5.619, 2.226], [5.553, -4.317, 3.235], [6.101, -3.337, 1.336], [-0.505, -4.632, 1.094], [2.547, -6.575, -0.552], [1.500, -8.159, 1.034], [0.588, -7.353, 2.288], [-0.688, -8.895, 0.476], [-1.441, -7.505, 1.227], [-0.778, -7.391, -0.410], [-0.395, -2.489, 1.800], [1.925, 0.316, 2.912], [0.534, -0.595, 3.572], [0.405, 0.258, 2.062], [1.544, -0.322, 0.202], [0.558, -1.745, 0.033], [2.330, -3.188, -0.487], [3.562, -2.119, 0.106], [3.291, -2.324, -2.384], [1.839, -1.287, -2.236], [4.332, -0.301, -0.857], [4.428, -0.347, -2.596], [1.769, 1.689, -6.389], [-3.984, -3.448, 3.561], [-4.725, -2.859, 4.496], [-4.207, -2.004, 5.459], [-2.847, -1.746, 5.452], [-2.061, -2.353, 4.484], [-2.681, -3.191, 3.570], [-5.784, -3.086, 4.470], [-4.859, -1.552, 6.194], [-2.407, -1.083, 6.186], [-0.995, -2.182, 4.439], [-2.106, -3.689, 2.793], [-2.046, -1.132, -5.078], [-1.221, -0.445, -4.293], [-0.983, -0.759, -2.965], [-1.638, -1.853, -2.422], [-2.495, -2.585, -3.227], [-2.663, -2.184, -4.546], [-0.732, 0.407, -4.749], [-0.306, -0.151, -2.379], [-1.484, -2.128, -1.385], [-3.029, -3.445, -2.846], [-3.326, -2.728, -5.209], [-3.502, 5.147, -5.491], [-4.428, 4.203, -5.652], [-4.167, 2.845, -5.538], [-2.874, 2.447, -5.241], [-1.900, 3.417, -5.073], [-2.265, 4.749, -5.208], [-5.427, 4.557, -5.880], [-4.958, 2.121, -5.674], [-2.637, 1.398, -5.140], [-0.876, 3.153, -4.839], [-1.533, 5.539, -5.081], [-0.039, 2.718, 1.030], [0.696, 3.807, 1.269], [0.170, 5.015, 1.695], [-1.199, 5.110, 1.885], [-1.982, 3.994, 1.641], [-1.355, 2.832, 1.217], [1.763, 3.694, 1.105], [0.818, 5.863, 1.870], [-1.646, 6.038, 2.214], [-3.055, 4.019, 1.768], [-1.941, 1.941, 1.012], [-5.181, 3.392, 0.391], [-4.851, 4.088, -0.696], [-4.640, 3.514, -1.941], [-4.777, 2.141, -2.060], [-5.122, 1.402, -0.940], [-5.314, 2.075, 0.258], [-4.749, 5.158, -0.558], [-4.372, 4.127, -2.792], [-4.617, 1.655, -3.013], [-5.240, 0.328, -0.990], [-5.588, 1.535, 1.158], [0.778, 9.570, 1.282], [0.239, 9.819, 0.092], [0.740, 9.317, -1.100], [1.866, 8.511, -1.054], [2.441, 8.244, 0.178], [1.860, 8.795, 1.310], [-0.639, 10.456, 0.097], [0.258, 9.552, -2.039], [2.288, 8.099, -1.961], [3.321, 7.620, 0.261], [2.277, 8.609, 2.294]], "lowdin_charge": [0.052, -0.152, -0.199, 0.053, -0.100, -0.136, -0.230, -0.071, -0.314, 0.295, -0.551, 0.207, -0.133, -0.081, 0.167, -0.362, -0.001, -0.091, -0.185, -0.228, -0.436, 0.977, -0.707, 0.061, 0.063, -0.199, 0.023, 0.072, 0.077, 0.123, 0.140, 0.130, 0.118, 0.126, 0.099, 0.118, 0.118, 0.088, 0.156, 0.131, 0.107, 0.102, 0.080, 0.078, 0.076, 0.134, 0.099, 0.076, 0.069, 0.096, 0.113, 0.097, 0.092, 0.115, 0.085, 0.073, 0.087, 0.138, 0.056, -0.140, -0.057, -0.067, -0.080, -0.177, 0.109, 0.108, 0.110, 0.071, 0.074, 0.067, -0.165, -0.065, -0.084, -0.069, -0.141, 0.091, 0.094, 0.086, 0.101, 0.108, 0.059, -0.159, -0.084, -0.085, -0.065, -0.152, 0.108, 0.107, 0.067, 0.090, 0.105, 0.042, -0.157, -0.063, -0.061, -0.067, -0.159, 0.100, 0.093, 0.112, 0.085, 0.097, 0.047, -0.150, -0.053, -0.072, -0.074, -0.164, 0.109, 0.090, 0.089, 0.098, 0.102, 0.053, -0.155, -0.072, -0.081, -0.083, -0.173, 0.104, 0.102, 0.106, 0.100, 0.101]}